1.
This record from OMol25 describes a molecular structure, C21H27NOP2Rh at a distorted geometry. The level of theory is the ωB97M-V functional and the def2-TZVPD basis.

The value obtained for the LUMO energy (alpha / beta) is -0.091 / -0.203 Ha. Its strongest force on any atom is 6.17 eV/Å. The spin multiplicity is 5. Its charge is +1.

Last column: Löwdin charge in e.
Geometry (Å):
C  3.49382  -1.37503  1.84482  -0.043
C  2.66361  -0.62095  1.01488  -0.217
C  1.98129  -1.35995  -0.02850  -0.190
C  1.76074  -2.80152  0.09387  -0.148
C  2.27127  -3.42649  1.26490  -0.009
C  3.29297  -2.77413  1.95958  -0.056
C  0.94834  -3.37707  -0.89658  0.047
C  0.20656  -2.61165  -1.83340  -0.164
C  0.52389  -1.20819  -1.87778  -0.198
C  -0.20601  -0.32716  -2.75088  -0.207
C  -0.88071  -0.93338  -3.80956  -0.043
C  -1.19046  -2.30643  -3.76806  -0.060
C  -0.82484  -3.09269  -2.67181  -0.018
H  4.28403  -0.88150  2.42655  0.123
H  1.88226  -4.42995  1.51829  0.127
H  3.98175  -3.38777  2.55957  0.118
H  0.69341  -4.46056  -0.80863  0.138
H  -1.15100  -0.32817  -4.68353  0.122
H  -1.69064  -2.77864  -4.61669  0.114
H  -1.18810  -4.11358  -2.47280  0.124
N  1.53124  -0.73226  -1.11726  0.184
Rh  -1.47141  1.20191  1.10999  0.414
C  2.48513  0.87864  1.16120  -0.240
H  2.60270  1.42470  0.22199  0.084
H  3.15475  1.32845  1.91403  0.099
C  -0.18126  1.17154  -2.50689  -0.256
H  0.82939  1.56199  -2.34420  0.088
H  -0.61674  1.71309  -3.35737  0.093
P  0.73279  1.23461  1.79224  0.789
P  -1.21429  1.75245  -1.07028  0.758
C  -2.89137  1.65153  -1.77221  -0.241
H  -3.59452  2.02917  -1.01935  0.048
H  -2.96631  2.21725  -2.70953  0.060
H  -3.13807  0.60186  -1.97021  0.043
C  -0.81049  3.50433  -0.77367  -0.254
H  -1.23905  4.14840  -1.54577  0.059
H  -1.21275  3.79182  0.20818  0.031
H  0.27686  3.63161  -0.74279  0.044
C  0.87268  0.43977  3.42900  -0.245
H  1.77141  0.76968  3.97122  0.064
H  -0.02457  0.68668  4.00488  0.044
H  0.91469  -0.64456  3.28471  0.047
C  0.75919  3.00380  2.24539  -0.257
H  -0.24742  3.28631  2.58058  0.036
H  1.48858  3.17101  3.04242  0.061
H  1.01042  3.59724  1.36234  0.031
C  -2.73743  1.70174  2.38109  -0.240
O  -3.48004  2.24344  3.10806  0.097
H  -2.02053  -0.35863  1.22662  -0.074
C  -2.67423  -0.95369  0.48427  -0.056
H  -2.29801  -1.09036  -0.56862  0.040
H  -3.63597  -0.44426  0.54233  0.034
H  -2.82753  -1.92446  0.96340  0.052

2.
This record from OMol25 describes a molecular structure, C21H28AsIrN4O6S2Si. The level of theory is the ωB97M-V functional and the def2-TZVPD basis.

The value obtained for the LUMO energy is -0.013 Ha. Its strongest force on any atom is 0.14 eV/Å. Its charge is 0.

Last column: Löwdin charge in e.
Geometry (Å):
Ir  -0.84536  0.89342  0.44048  1.159
O  -0.19938  0.86544  4.13587  -0.246
As  0.85704  1.86498  3.14287  0.878
O  1.36082  3.15886  3.98394  -0.447
O  -0.01268  2.21164  1.73359  -0.563
C  2.38212  0.74753  2.70450  -0.228
C  3.59566  1.40376  2.89732  -0.083
C  4.79650  0.78164  2.59346  -0.062
C  4.80042  -0.51263  2.09588  -0.065
C  3.60277  -1.17957  1.90100  -0.066
C  2.39987  -0.54996  2.19992  -0.277
S  0.95429  -1.54033  1.92309  0.502
O  0.71786  -2.35736  3.07473  -0.258
O  1.20063  -2.26409  0.67980  -0.346
O  -0.18298  -0.58806  1.70900  -0.521
H  -0.18174  1.24705  5.02356  0.049
H  3.57228  2.41162  3.29356  0.100
H  5.72867  1.30879  2.74876  0.109
H  5.73360  -1.00435  1.85464  0.109
H  3.58985  -2.18204  1.49556  0.117
C  -3.61986  3.05275  0.78309  -0.016
C  -2.60575  3.38939  -0.25941  -0.305
C  -2.62486  4.52416  -1.04362  -0.032
C  -1.58201  4.74052  -1.95178  -0.053
C  -0.53377  3.85946  -2.09203  -0.001
C  -0.57123  2.71149  -1.28721  -0.417
N  -1.60085  2.52734  -0.43336  -0.097
N  0.22526  1.64442  -1.09239  -0.158
Si  1.62208  1.02219  -1.95750  0.422
C  1.77409  1.95984  -3.57037  -0.173
C  3.16917  1.28970  -0.95911  -0.145
C  1.34257  -0.78943  -2.29315  -0.166
H  -4.42092  3.78795  0.80100  0.081
H  -3.13906  3.02806  1.76325  0.089
H  -4.04348  2.06556  0.59104  0.076
H  -3.42802  5.23817  -0.93801  0.108
H  -1.59097  5.64049  -2.55405  0.111
H  0.28296  4.05241  -2.76892  0.092
H  2.13073  2.97894  -3.40261  0.027
H  0.84549  1.99967  -4.14066  0.037
H  2.52037  1.45616  -4.19083  0.036
H  3.30770  2.35233  -0.74837  0.043
H  4.04727  0.93320  -1.50365  0.041
H  3.12989  0.75992  -0.00587  0.005
H  0.43049  -0.94538  -2.87285  0.026
H  1.26032  -1.34429  -1.35671  -0.004
H  2.18447  -1.20771  -2.85101  0.038
C  -0.53682  -4.74219  0.79994  0.005
C  -1.59428  -4.02531  0.03232  -0.227
C  -2.72949  -4.61585  -0.44733  0.033
C  -3.62618  -3.82175  -1.18287  -0.297
N  -3.43908  -2.52789  -1.36355  0.101
C  -2.34519  -1.94741  -0.85163  -0.708
S  -2.19165  -0.26360  -1.07439  0.710
N  -1.42144  -2.70330  -0.20775  0.142
C  -4.84269  -4.41941  -1.81425  -0.018
H  -0.82051  -5.78274  0.93476  0.089
H  -0.38024  -4.27351  1.77281  0.083
H  0.41574  -4.68518  0.27379  0.096
H  -2.91469  -5.66500  -0.27510  0.121
H  -0.52978  -2.28705  0.08415  0.080
H  -5.11460  -5.36581  -1.35117  0.080
H  -4.63914  -4.59891  -2.87211  0.094
H  -5.67230  -3.71872  -1.75408  0.087

3.
This record from OMol25 describes a molecular structure, C21H28AsN2ORuS4Sb. The level of theory is the ωB97M-V functional and the def2-TZVPD basis.

The value obtained for the LUMO energy (alpha / beta) is -0.004 / -0.060 Ha. Its strongest force on any atom is 0.39 eV/Å. The spin multiplicity is 5. Its charge is 0.

Last column: Löwdin charge in e.
Geometry (Å):
Ru  2.04091  -1.08777  1.96201  0.344
C  -3.11724  -0.42275  -0.77068  -0.064
C  -3.33365  -1.52476  0.25338  -0.191
N  -2.11832  -2.30217  0.53662  -0.115
C  -1.97228  -3.59973  -0.12728  -0.241
C  -1.17442  -3.52012  -1.41792  -0.076
C  -1.19533  -1.81410  1.37344  -0.696
S  0.21599  -2.76067  1.71702  0.642
N  -1.52723  -0.65419  1.96639  0.113
C  -0.67947  0.27979  2.31959  -0.448
O  0.54863  0.36265  2.00239  -0.285
C  -1.22081  1.42739  3.10532  -0.137
C  -0.42189  2.54100  3.34297  -0.015
C  -0.91536  3.59980  4.08752  -0.072
C  -2.19900  3.54460  4.61099  -0.084
C  -2.99442  2.42888  4.38827  -0.079
C  -2.50934  1.37522  3.63187  -0.026
H  -4.05726  0.09302  -0.96997  0.079
H  -2.74762  -0.81772  -1.71757  0.064
H  -2.40466  0.31275  -0.39962  0.063
H  -4.08243  -2.23497  -0.09633  0.115
H  -3.68271  -1.09896  1.19275  0.111
H  -2.98075  -3.96348  -0.32437  0.115
H  -1.50944  -4.29478  0.57092  0.081
H  -1.64457  -2.84504  -2.13385  0.066
H  -1.10181  -4.50495  -1.87966  0.082
H  -0.16436  -3.17059  -1.20775  0.032
H  0.58868  2.55475  2.95844  0.116
H  -0.29092  4.46412  4.27056  0.105
H  -2.57772  4.37068  5.19905  0.102
H  -3.99098  2.37628  4.80620  0.102
H  -3.11838  0.50191  3.44492  0.105
S  5.07383  0.87888  2.48462  -0.285
Sb  4.63252  -1.02932  3.57805  0.243
S  2.29740  -0.79431  4.21755  -0.095
S  3.74170  -2.45331  1.66424  -0.084
C  2.76080  -1.77333  -1.68119  -0.280
As  2.33230  -0.35125  -0.44353  1.071
C  3.69035  0.95226  -0.85616  -0.290
C  0.63967  0.31720  -1.17170  -0.306
C  0.77094  0.90677  -2.54092  -0.309
C  1.13141  2.24034  -2.71750  -0.061
C  1.29619  2.76522  -3.98965  -0.079
C  1.10514  1.96465  -5.10725  -0.090
C  0.73947  0.63697  -4.94380  -0.080
C  0.57175  0.11489  -3.66945  -0.062
H  2.83510  -1.35935  -2.68702  0.032
H  1.98550  -2.53623  -1.64846  0.016
H  3.71079  -2.21561  -1.38778  0.015
H  3.63267  1.21630  -1.91185  0.031
H  4.64902  0.49576  -0.61444  0.017
H  3.56660  1.82734  -0.22185  0.022
H  0.22188  1.00841  -0.44074  0.072
H  -0.00411  -0.56742  -1.19126  0.056
H  1.28500  2.87297  -1.85044  0.118
H  1.57449  3.80432  -4.10780  0.105
H  1.23651  2.37740  -6.09843  0.102
H  0.58137  0.00709  -5.80948  0.103
H  0.27982  -0.92275  -3.54939  0.108

no.,E (eV)
1,-47329.405
2,-133705.866
3,-140560.126